# 1
# CHBrNO2

A cluster of 2 separate species, CHBrNO2 in total in a non-equilibrium geometry (ωB97M-V with the def2-TZVPD basis set, the OMol25 dataset).

Last column: Löwdin charge in e.
CARTESIAN COORDINATES (ANGSTROEM)
C: -0.58 -1.01 -0.06  -0.41
N: -1.08 0.07 0.01  -0.03
O: -0.46 -2.18 -0.05  0.08
O: -0.69 1.36 -0.02  -0.14
Br: 2.45 0.49 -0.05  -0.45
H: 0.36 1.27 0.17  -0.06

Summary:
E = -2817.987096 Eh
orbital gap = 8.50 eV
multiplicity = 1
E_HOMO = -4.58 eV
E_LUMO = 0.1438 Ha
energy relative to the best compared isomer or geometry (same formula, charge and spin) = 14.81 kcal/mol
total charge = -1



# 2
# C23H69N4O11

A structure of composition C23H69N4O11 in a non-equilibrium geometry (ωB97M-V with the def2-TZVPD basis set, the OMol25 dataset).

Last column: Löwdin charge in e.
CARTESIAN COORDINATES (ANGSTROEM)
N: -0.46 -0.68 -0.22  0.33
H: -0.26 -0.22 -1.01  0.06
H: -1.35 -0.68 -0.53  0.08
H: -0.39 -0.38 0.84  0.18
H: -0.13 -1.54 -0.20  0.07
C: 1.29 1.44 1.17  -0.13
O: 1.19 0.23 0.50  -0.17
H: 1.90 1.43 2.11  0.10
H: 0.25 1.89 1.51  0.08
H: 2.00 2.12 0.58  0.11
H: 2.00 0.10 0.03  0.06
C: 0.52 2.81 -1.81  -0.17
O: -0.44 2.68 -0.81  -0.13
H: 0.13 2.17 -2.66  0.11
H: 1.27 2.24 -1.49  -0.02
H: 0.72 3.91 -1.86  0.16
H: -0.90 3.58 -0.63  0.15
C: -0.06 -1.05 -4.38  -0.13
O: -0.04 -0.45 -3.16  -0.17
H: -0.32 -0.14 -5.03  0.12
H: -0.84 -1.85 -4.42  0.13
H: 0.80 -1.20 -4.67  0.01
H: 0.28 0.38 -3.29  -0.02
C: -2.31 -0.37 -3.48  -0.21
O: -3.14 -0.67 -2.43  -0.13
H: -1.63 -1.07 -3.76  -0.04
H: -1.75 0.63 -3.33  0.13
H: -2.90 -0.22 -4.32  0.08
H: -4.14 -0.41 -2.69  0.17
C: -1.25 -4.02 -2.03  -0.22
O: 0.02 -3.55 -1.77  -0.11
H: -1.44 -4.47 -3.06  0.10
H: -2.03 -3.21 -2.05  0.08
H: -1.79 -4.78 -1.40  0.09
H: 0.60 -4.09 -2.33  0.10
C: -0.31 3.82 -7.54  -0.05
O: 0.15 3.80 -6.20  -0.17
C: 0.71 2.65 -5.80  -0.28
C: 1.37 2.87 -4.43  -0.22
N: 1.84 1.67 -3.77  -0.08
C: 2.66 1.90 -2.53  -0.22
C: 3.11 0.62 -2.06  -0.20
O: 3.76 0.92 -0.83  -0.22
C: 5.24 1.05 -0.88  -0.01
H: -1.05 3.14 -7.34  0.06
H: 0.55 3.47 -8.20  0.12
H: -0.81 4.68 -7.89  0.08
H: 1.54 2.21 -6.46  0.14
H: -0.02 1.73 -5.69  0.14
H: 0.64 3.38 -3.94  0.05
H: 2.34 3.52 -4.43  0.16
H: 2.57 1.36 -4.43  0.13
H: 2.11 2.53 -2.00  -0.02
H: 3.58 2.56 -3.02  0.19
H: 3.95 0.20 -2.72  0.17
H: 2.39 0.04 -1.64  0.08
H: 5.75 1.05 0.13  0.12
H: 5.46 1.96 -1.18  0.02
H: 5.59 0.32 -1.57  0.08
C: -0.90 -4.05 1.44  -0.09
O: -0.77 -2.87 2.22  -0.24
C: 0.37 -2.82 2.97  -0.23
C: 0.57 -1.51 3.69  -0.28
N: 1.88 -1.25 4.27  -0.03
C: 1.78 -0.03 5.14  -0.25
C: 3.06 0.49 5.53  -0.27
O: 2.81 1.51 6.47  -0.15
C: 3.96 1.87 7.20  -0.09
H: -0.12 -4.17 0.60  0.10
H: -1.99 -4.09 1.12  0.10
H: -0.63 -5.06 1.87  0.11
H: 1.27 -3.07 2.15  0.18
H: 0.51 -3.69 3.53  0.10
H: -0.10 -1.40 4.38  0.06
H: 0.38 -0.74 2.98  0.08
H: 1.94 -2.26 5.13  0.25
H: 1.43 -0.52 5.91  0.06
H: 1.02 0.71 4.79  0.13
H: 3.48 0.86 4.57  0.12
H: 3.85 -0.38 5.85  0.18
H: 3.63 2.48 8.06  0.12
H: 4.63 2.21 6.57  0.04
H: 4.43 1.14 7.72  0.05
C: -5.56 -3.81 -0.10  -0.09
O: -4.41 -3.60 0.71  -0.19
C: -4.16 -2.27 0.81  -0.28
C: -3.25 -1.85 2.02  -0.17
N: -2.85 -0.46 1.80  -0.04
C: -2.09 0.15 2.90  -0.23
C: -1.67 1.56 2.65  -0.21
O: -0.83 1.85 3.74  -0.23
C: -1.41 2.37 4.91  -0.08
H: -6.60 -3.80 0.30  0.11
H: -5.29 -4.72 -0.44  0.05
H: -5.51 -3.14 -0.97  0.09
H: -5.25 -1.78 0.80  0.15
H: -3.78 -1.95 -0.22  0.12
H: -2.52 -2.54 1.73  0.04
H: -3.66 -2.22 2.84  0.09
H: -3.83 0.03 1.75  0.16
H: -1.19 -0.59 3.09  0.11
H: -2.66 0.08 3.83  0.12
H: -2.65 2.14 2.74  0.16
H: -1.00 1.75 1.77  0.08
H: -1.71 3.26 4.75  0.00
H: -0.79 2.29 6.00  0.18
H: -2.38 1.85 4.97  0.08

Summary:
E = -1963.166276 Eh
orbital gap = 9.28 eV
multiplicity = 1
E_HOMO = -10.95 eV
E_LUMO = -0.0615 Ha
energy relative to the best compared isomer or geometry (same formula, charge and spin) = 142.59 kcal/mol
total charge = +1



# 3
# C10H15NS

A cluster of 2 separate species, C10H15NS in total in a non-equilibrium geometry (ωB97M-V with the def2-TZVPD basis set, the OMol25 dataset).

Last column: Löwdin charge in e.
CARTESIAN COORDINATES (ANGSTROEM)
C: 3.56 -0.17 -1.60  0.05
C: -1.22 -0.14 -2.29  0.05
C: 2.39 0.55 -1.49  -0.22
C: -1.56 -0.95 -1.30  -0.45
C: -0.45 -1.21 -0.30  -0.59
C: 0.82 0.52 0.27  -0.15
C: -2.93 -1.51 -1.08  -0.06
C: -1.18 0.93 1.76  -0.08
C: 1.17 0.58 2.64  -0.03
C: 0.31 1.16 1.48  -0.41
N: 1.78 0.93 -0.33  0.08
S: -0.01 -2.49 0.61  0.66
H: 4.06 -0.43 -2.47  0.02
H: 3.85 -0.58 -0.64  0.06
H: -2.01 -0.01 -3.06  0.08
H: -0.11 0.26 -2.33  0.09
H: 1.82 1.00 -2.26  0.08
H: -2.95 -2.58 -1.04  0.07
H: -3.18 -1.28 0.01  0.11
H: -3.65 -1.09 -1.69  0.05
H: -1.88 1.50 0.97  0.13
H: -1.49 -0.10 1.60  0.04
H: -1.42 1.34 2.73  0.07
H: 2.16 0.69 2.24  0.08
H: 0.81 1.25 3.40  0.08
H: 0.77 -0.37 2.83  0.05
H: 0.53 2.22 1.36  0.14

Summary:
E = -842.767429 Eh
orbital gap = 7.10 eV
multiplicity = 1
E_HOMO = -7.37 eV
E_LUMO = -0.0099 Ha
energy relative to the best compared isomer or geometry (same formula, charge and spin) = 126.72 kcal/mol



# 4
# C49H50N9O3PRbS4

A structure of composition C49H50N9O3PRbS4 (ωB97M-V with the def2-TZVPD basis set, the OMol25 dataset).

Last column: Löwdin charge in e.
CARTESIAN COORDINATES (ANGSTROEM)
Rb: -0.10 -0.02 -0.26  0.52
N: -3.00 3.43 -2.96  0.17
C: -3.53 3.75 -1.72  -0.19
C: -4.42 4.74 -1.30  -0.04
C: -4.72 4.75 0.05  -0.10
C: -4.17 3.83 0.95  -0.08
C: -3.29 2.85 0.52  -0.01
C: -2.98 2.82 -0.83  -0.21
N: -2.13 1.96 -1.51  0.16
C: -2.17 2.35 -2.75  -0.27
C: -1.37 1.71 -3.80  -0.31
C: -1.62 1.70 -5.14  -0.36
S: -0.38 0.83 -5.94  1.00
C: 0.33 0.50 -4.43  -0.49
N: -0.26 1.01 -3.40  0.05
H: -3.08 3.95 -3.82  0.15
H: -4.85 5.46 -1.98  0.10
H: -5.40 5.51 0.42  0.09
H: -4.42 3.89 2.00  0.10
H: -2.83 2.14 1.19  0.09
H: -2.45 2.14 -5.67  0.07
H: 1.23 -0.09 -4.35  0.07
O: 2.42 -3.33 2.94  0.04
C: 3.21 -4.01 2.09  -0.27
C: 4.31 -4.68 2.63  -0.03
C: 5.16 -5.39 1.81  -0.11
C: 4.94 -5.45 0.44  -0.12
C: 3.84 -4.80 -0.09  -0.04
C: 2.96 -4.07 0.71  -0.07
C: 1.77 -3.36 0.13  -0.48
O: 1.12 -2.61 0.90  -0.12
N: 1.54 -3.59 -1.15  -0.01
N: 0.41 -2.91 -1.61  -0.08
C: 0.18 -3.16 -2.83  -0.93
S: 1.17 -4.26 -3.79  0.89
C: 0.29 -3.93 -5.34  -0.56
C: -1.16 -3.64 -5.02  -0.55
S: -1.19 -2.42 -3.69  0.88
H: 1.75 -2.87 2.34  0.05
H: 4.47 -4.61 3.70  0.11
H: 6.02 -5.89 2.24  0.09
H: 5.61 -6.00 -0.20  0.09
H: 3.63 -4.83 -1.15  0.10
H: 0.39 -4.80 -5.99  0.07
H: 0.73 -3.07 -5.85  0.06
H: -1.67 -4.56 -4.71  0.07
H: -1.69 -3.22 -5.87  0.07
O: 0.41 3.07 0.84  -0.13
C: -0.25 2.36 1.61  -0.38
C: -0.54 2.80 3.01  -0.27
C: -1.22 3.94 3.42  -0.06
C: -1.64 4.06 4.74  -0.11
C: -1.34 3.07 5.66  -0.11
C: -0.64 1.94 5.26  -0.09
C: -0.27 1.77 3.94  -0.34
P: 0.47 0.26 3.20  1.09
C: 2.17 0.83 2.79  -0.36
C: 2.71 2.01 3.29  -0.09
C: 4.01 2.40 2.97  -0.10
C: 4.78 1.60 2.13  -0.10
C: 4.25 0.42 1.62  -0.08
C: 2.95 0.04 1.94  -0.08
C: 0.85 -0.72 4.72  -0.37
C: 2.01 -0.62 5.49  -0.08
C: 2.19 -1.42 6.61  -0.09
C: 1.21 -2.32 6.99  -0.10
C: 0.05 -2.44 6.23  -0.10
C: -0.12 -1.65 5.11  -0.11
H: -1.42 4.72 2.70  0.11
H: -2.18 4.95 5.05  0.09
H: -1.66 3.17 6.69  0.09
H: -0.40 1.17 5.99  0.10
H: 2.11 2.65 3.93  0.11
H: 4.41 3.32 3.37  0.10
H: 5.79 1.90 1.87  0.10
H: 4.84 -0.19 0.96  0.11
H: 2.55 -0.87 1.52  0.08
H: 2.79 0.07 5.20  0.10
H: 3.10 -1.33 7.19  0.10
H: 1.36 -2.95 7.86  0.09
H: -0.71 -3.16 6.51  0.09
H: -1.01 -1.76 4.50  0.10
C: -5.45 -1.79 3.34  -0.06
N: -5.06 -1.49 1.98  -0.23
C: -5.26 -0.11 1.61  -0.11
C: -4.03 -2.18 1.39  -0.78
S: -2.91 -1.44 0.42  0.68
N: -3.97 -3.52 1.68  -0.23
C: -5.18 -4.32 1.71  -0.07
C: -2.80 -4.27 1.24  -0.10
H: -5.11 -0.99 4.00  0.09
H: -5.01 -2.72 3.68  0.08
H: -6.54 -1.87 3.43  0.09
H: -6.26 0.18 1.93  0.09
H: -5.17 0.02 0.54  0.06
H: -4.53 0.55 2.09  0.08
H: -6.06 -3.68 1.78  0.08
H: -5.17 -5.00 2.57  0.09
H: -5.25 -4.91 0.80  0.09
H: -1.89 -3.71 1.44  0.07
H: -2.84 -4.47 0.17  0.09
H: -2.79 -5.21 1.79  0.09
C: 4.36 4.18 -0.39  -0.02
C: 3.90 2.87 -0.91  -0.32
C: 4.54 1.88 -1.63  -0.01
C: 3.59 0.85 -1.76  -0.37
N: 2.45 1.20 -1.20  0.03
N: 2.65 2.43 -0.69  0.05
C: 3.75 -0.51 -2.36  -0.02
H: 5.38 4.38 -0.73  0.07
H: 4.36 4.19 0.70  0.06
H: 3.72 5.00 -0.73  0.08
H: 5.56 1.89 -1.97  0.10
H: 1.89 2.82 -0.14  0.10
H: 4.71 -0.61 -2.85  0.07
H: 2.97 -0.74 -3.08  0.05
H: 3.68 -1.29 -1.59  0.07

Summary:
E = -4574.028981 Eh
orbital gap = 4.77 eV
multiplicity = 1
E_HOMO = -3.06 eV
E_LUMO = 0.0629 Ha
energy relative to the best compared isomer or geometry (same formula, charge and spin) = 0.00 kcal/mol
total charge = -1



# 5
# C3H10N2S

An isolated molecule of C3H10N2S in a non-equilibrium geometry (ωB97M-V with the def2-TZVPD basis set, the OMol25 dataset).

Last column: Löwdin charge in e.
CARTESIAN COORDINATES (ANGSTROEM)
N: 1.37 1.86 0.74  0.01
C: 1.16 0.42 0.63  -0.23
C: -0.08 0.04 -0.25  -0.49
N: -1.20 0.96 -0.26  0.03
C: -0.53 -1.37 0.05  -0.59
S: -1.41 -2.23 -1.22  0.71
H: 2.15 2.26 0.27  0.05
H: 0.49 2.31 0.60  0.03
H: 1.93 -0.02 0.01  0.11
H: 1.10 -0.03 1.63  0.11
H: 0.36 0.06 -1.27  0.13
H: -2.05 0.61 -0.67  0.06
H: -1.10 1.88 -0.66  0.07
H: 0.42 -1.89 0.20  0.08
H: -1.12 -1.37 0.97  0.08
H: -1.49 -3.49 -0.76  -0.15

Summary:
E = -627.968534 Eh
SMILES = NC[C@H](N)CS
orbital gap = 9.71 eV
multiplicity = 1
E_HOMO = -8.80 eV
E_LUMO = 0.0335 Ha
energy relative to the best compared isomer or geometry (same formula, charge and spin) = 16.38 kcal/mol



# 6
# C24H12Cl5N5OPd

A structure of composition C24H12Cl5N5OPd in a non-equilibrium geometry (ωB97M-V with the def2-TZVPD basis set, the OMol25 dataset).

Last column: Löwdin charge in e.
CARTESIAN COORDINATES (ANGSTROEM)
Pd: 0.02 -0.03 -0.01  0.86
C: 4.21 1.16 -0.25  -0.06
C: 4.51 1.80 0.97  -0.05
C: 3.48 2.01 1.83  0.00
C: 2.16 1.55 1.53  -0.31
N: 1.89 0.92 0.34  0.02
C: 2.92 0.77 -0.51  -0.16
N: 1.29 1.81 2.48  0.17
C: 0.02 1.47 2.51  -0.25
N: -0.72 0.81 1.56  0.00
C: -1.98 0.61 2.03  -0.25
N: -2.99 -0.02 1.46  0.17
C: -2.98 -0.65 0.31  -0.31
C: -4.23 -1.25 -0.03  0.00
C: -4.39 -1.95 -1.18  -0.06
C: -3.29 -2.02 -2.05  -0.06
C: -2.12 -1.41 -1.70  -0.17
N: -1.90 -0.75 -0.55  0.02
C: -2.10 1.22 3.32  -0.09
C: -3.15 1.32 4.22  0.00
C: -2.92 1.98 5.41  -0.06
C: -1.66 2.52 5.71  -0.06
C: -0.60 2.40 4.84  0.00
C: -0.83 1.76 3.63  -0.09
H: 4.98 0.98 -0.98  0.11
H: 5.51 2.12 1.19  0.11
H: 3.60 2.51 2.78  0.11
H: 2.73 0.35 -1.49  0.06
H: -5.02 -1.12 0.69  0.11
H: -5.33 -2.42 -1.44  0.11
H: -3.36 -2.55 -2.99  0.10
H: -1.31 -1.46 -2.43  0.05
H: -4.11 0.89 3.98  0.12
H: -3.72 2.09 6.13  0.10
H: -1.52 3.02 6.66  0.10
H: 0.38 2.79 5.07  0.12
Cl: 3.75 -5.62 -2.44  0.66
C: 2.90 -4.50 -1.46  -0.74
C: 2.32 -3.37 -2.01  -0.72
Cl: 2.46 -3.05 -3.69  0.69
C: 1.62 -2.49 -1.20  -0.53
Cl: 0.91 -1.07 -1.89  0.80
C: 1.44 -2.67 0.19  -0.51
O: 0.75 -1.89 0.92  -0.19
C: 2.10 -3.82 0.72  -0.62
Cl: 1.98 -4.08 2.41  0.71
C: 2.79 -4.71 -0.08  -0.72
Cl: 3.52 -6.09 0.62  0.69

Summary:
E = -3699.664269 Eh
orbital gap = 5.94 eV
multiplicity = 1
E_HOMO = -7.45 eV
E_LUMO = -0.0558 Ha